(1)
C3H8O3 | ωB97M-V/def2-TZVPD

```
14
Properties=species:S:1:pos:R:3:forces:R:3:nbo_charge:R:1
O 1.3250 1.5574 -2.0570 -0.7293 0.8029 0.4925 -0.573
O 0.2309 3.4411 -1.3961 0.7536 0.7868 -1.2857 -0.729
C 0.5464 2.1301 -1.3382 -1.0973 0.4563 1.5064 0.804
C 0.0000 0.0000 0.0000 -0.4127 1.0434 1.8252 -0.614
C -0.2690 1.5437 -0.1672 0.5108 -1.8271 -2.0128 -0.526
H -0.4212 3.8142 -0.7422 0.6222 -0.9551 -0.3282 0.518
H 1.0570 -0.2849 0.1344 -0.4427 0.4108 -0.1459 0.222
H -0.4685 -0.7083 -0.7039 0.1105 0.8585 0.0267 0.223
H -0.5126 -0.0804 0.9734 0.2991 -1.1131 -0.1310 0.199
H -1.3285 1.6227 -0.4781 0.3696 0.2092 0.2164 0.220
H -0.1276 2.1968 0.7153 0.1556 -0.8162 -0.2601 0.217
O -1.3289 4.5612 0.5236 -0.1168 0.1584 1.3894 -0.947
H -1.8291 4.0021 1.1604 0.4658 0.5676 -0.6812 0.491
H -0.8198 5.1856 1.0885 -0.4882 -0.5823 -0.6117 0.494
```
Positions in Å, forces in eV/Å.

Summary:
- energy (eV) = -9383.1803
- E_HOMO (eV) = -10.0
- gap between HOMO and LUMO (eV) = 10.03
- energy above the lowest of the compared OMol25 structures with the same formula, charge and spin (kcal/mol) = 14.33
- total charge = 0

(2)
C4H12NO2S | ωB97M-V/def2-TZVPD

```
20
Properties=species:S:1:pos:R:3:forces:R:3:nbo_charge:R:1
O 0.9415 2.0088 1.2545 0.3525 0.5069 0.2551 -0.484
C 0.0119 1.2638 1.2620 0.5124 -0.9266 -1.0270 0.427
C 0.0085 0.0860 0.2123 -1.8039 0.7040 1.0910 -0.185
C -0.3290 -1.2081 0.8894 1.0067 -2.1642 0.4352 -0.461
C -1.7977 -1.7217 0.8860 1.3542 -0.3239 0.2199 -0.536
S -2.6525 -1.5938 -0.6978 -0.4299 0.4248 -0.1653 -0.016
N 1.2774 0.0820 -0.5990 -1.3433 0.7874 1.5780 -0.683
H -0.8341 1.3554 1.9829 0.1917 -0.2647 -0.4277 0.167
H -0.8365 0.3003 -0.4491 0.2400 0.0263 -0.4399 0.256
H 0.3041 -2.0511 0.5563 -0.2597 0.3342 -1.0489 0.229
H 0.0843 -1.2836 1.8957 -0.4823 0.7767 0.6316 0.239
H -2.3255 -1.2053 1.6940 -0.4604 -0.1138 -0.5416 0.243
H -1.7033 -2.7790 1.1603 -0.3787 0.2980 0.1125 0.250
H -2.1441 -2.6262 -1.4058 0.1663 0.0698 0.5360 0.143
H 1.2129 -0.6618 -1.2904 0.2637 0.2135 -0.2242 0.449
H 2.0378 -0.0731 0.0733 0.2206 0.1914 -0.5718 0.449
H 1.2992 1.0551 -0.9684 1.0947 -0.3237 -0.4313 0.493
H 2.5477 3.2001 -2.3673 0.3189 0.0912 -0.1435 0.501
H 1.0370 3.0218 -2.2752 0.0494 0.2757 -0.0690 0.483
O 1.8605 2.8303 -1.8135 -0.6129 -0.5831 0.2308 -0.964
```
Positions in Å, forces in eV/Å.

Summary:
- energy (eV) = -20755.6999
- E_HOMO (eV) = -12.9
- gap between HOMO and LUMO (eV) = 9.59
- energy above the lowest of the compared OMol25 structures with the same formula, charge and spin (kcal/mol) = 33.29
- total charge = +1

(3)
C3H5NO | ωB97M-V/def2-TZVPD

```
10
Properties=species:S:1:pos:R:3:forces:R:3:nbo_charge:R:1
C 0.3254 0.6098 0.8583 -3.0230 2.6415 1.6629 0.135
C 0.9774 -0.4159 0.2090 -2.8386 0.8120 -1.6414 -0.527
C 0.1847 -1.0018 -0.8966 -0.6686 -3.9091 -1.2996 0.408
H -0.8824 0.3298 -0.5596 -2.5296 2.0873 1.7280 0.415
H -1.7227 1.8359 0.4119 3.9072 -3.9277 1.0629 0.420
H 0.5627 1.2421 1.7792 0.8621 -1.2685 -1.3249 0.210
H 1.9992 -0.4998 0.3194 1.7839 -1.1715 0.3480 0.240
H 0.3693 -2.4238 -1.0681 -0.1020 4.4007 0.0743 0.129
N -0.9774 0.8361 0.4799 -1.2395 2.6940 -2.2984 -0.834
O -0.8362 -0.5124 -1.5334 3.8481 -2.3587 1.6881 -0.596
```
Positions in Å, forces in eV/Å.

Summary:
- energy (eV) = -6725.0511
- E_HOMO (eV) = -8.6
- gap between HOMO and LUMO (eV) = 8.75
- energy above the lowest of the compared OMol25 structures with the same formula, charge and spin (kcal/mol) = 104.27
- total charge = 0

(4)
C2H8NSe | ωB97M-V/def2-TZVPD

```
12
Properties=species:S:1:pos:R:3:forces:R:3:nbo_charge:R:1
C 1.7258 0.1074 1.0371 1.1930 -1.2656 -1.3621 -0.709
C 0.3352 0.0195 0.5862 0.7462 -0.7265 0.9557 -0.215
N -2.0379 -0.4972 -1.1648 -1.9813 -0.6607 0.3903 -1.101
Se -0.1980 1.2400 -0.5205 0.5188 1.8853 -0.6684 0.725
H 1.8875 0.4577 2.0207 -0.2264 0.2655 1.4057 0.289
H 2.2849 0.7830 0.3751 0.0692 -0.4595 0.3745 0.239
H 2.1671 -0.9192 0.9831 -0.2018 0.6960 0.1408 0.274
H -0.2499 -0.8527 0.9462 0.0021 0.9129 -0.5754 0.273
H -2.8938 -0.7442 -0.6504 0.3947 0.3033 0.7918 0.387
H -1.6367 -1.4316 -1.2523 0.0690 0.2094 -0.8312 0.382
H -2.5674 -0.2249 -2.0048 1.1521 -0.2644 -0.3868 0.399
H 1.1831 2.0620 -0.3556 -1.7356 -0.8956 -0.2349 0.056
```
Positions in Å, forces in eV/Å.

Summary:
- energy (eV) = -69031.0759
- E_HOMO (eV) = -14.9
- gap between HOMO and LUMO (eV) = 8.88
- energy above the lowest of the compared OMol25 structures with the same formula, charge and spin (kcal/mol) = 30.43
- total charge = +1

(5)
C19H11MnN5O4Se | ωB97M-V/def2-TZVPD

```
41
Properties=species:S:1:pos:R:3:forces:R:3:mulliken_spin:R:1
Mn 0.1403 -0.3235 0.0077 1.6166 0.8239 0.0647 4.809
O -0.0521 4.4358 0.2975 0.0328 -0.0565 -0.0041 0.000
C -0.1463 3.1299 0.2056 0.3779 -0.1374 0.0194 -0.012
O 0.7813 2.3479 0.2289 -0.3796 0.1545 0.0675 0.024
C -1.5446 2.6343 0.0744 -0.3247 -0.4917 -0.0398 -0.007
C -2.6600 3.4678 0.0506 0.3979 0.2606 0.0344 0.000
C -3.9114 2.9046 -0.0456 -0.1065 -0.4244 -0.0238 0.002
C -4.0057 1.5144 -0.1063 -0.1966 0.1298 -0.0048 0.002
C -2.8483 0.7592 -0.0789 0.2072 0.7805 0.0038 -0.016
N -1.6222 1.3050 0.0020 -0.4726 0.4035 0.0511 0.051
C -2.7645 -0.7104 -0.1244 0.1461 -0.7394 -0.0304 0.029
O -3.8059 -1.4909 -0.1936 0.2590 0.1603 0.0149 0.006
O -1.6442 -1.2201 -0.0900 -1.4043 -0.5370 -0.1219 0.047
H 0.8783 4.7025 0.3966 -0.0377 0.0277 -0.0032 -0.001
H -2.5141 4.5377 0.1117 -0.0621 -0.0089 -0.0040 -0.001
H -4.8076 3.5087 -0.0685 0.0327 0.0517 0.0038 0.000
H -4.9919 1.0715 -0.1728 0.0556 -0.0984 -0.0017 0.000
H -4.6550 -1.0284 -0.2163 -0.0718 0.0462 -0.0013 0.001
Se 6.5696 -4.7685 0.0263 0.3402 -0.2396 -0.1536 0.000
N 6.3241 -3.0218 -0.0630 -0.2211 0.0042 0.1541 0.000
C 5.0239 -2.8350 -0.0326 0.3064 0.7451 -0.0912 -0.002
C 4.4162 -1.5032 -0.0675 0.1672 -0.1420 -0.0143 -0.008
C 5.1942 -0.3471 -0.1336 0.0435 -0.0634 0.0037 0.006
C 4.5568 0.8675 -0.1691 -0.0371 -0.0030 -0.0008 0.002
C 3.1675 0.9035 -0.1306 0.0048 0.0120 -0.0570 -0.004
N 2.3955 -0.1852 -0.0592 0.1615 -0.0439 -0.0779 0.110
C 3.0318 -1.3827 -0.0355 -0.2004 -0.2793 0.0531 -0.025
C 2.2005 -2.5938 0.0269 0.0321 0.2291 -0.0307 -0.059
N 0.8698 -2.4040 0.0445 -0.4633 -0.2309 0.0768 0.055
C 0.0646 -3.4723 0.0934 0.3894 -0.1065 0.0182 0.006
C 0.5510 -4.7739 0.1262 -0.0236 0.1053 -0.0014 -0.001
C 1.9121 -4.9689 0.1069 0.1464 -0.1693 0.0038 0.004
C 2.7635 -3.8672 0.0560 0.1842 0.0936 -0.0258 -0.001
C 4.2196 -3.9930 0.0284 -0.6166 -0.5203 -0.0225 -0.001
N 4.8450 -5.1478 0.0490 -0.0919 0.2014 0.1434 0.000
H 6.2722 -0.4417 -0.1583 -0.0092 0.0439 -0.0011 0.000
H 5.1112 1.7927 -0.2259 -0.0167 0.0156 -0.0025 -0.001
H 2.6579 1.8471 -0.1602 0.0488 0.0237 -0.0012 -0.008
H -0.9911 -3.2758 0.1056 -0.1155 -0.0465 0.0012 -0.007
H -0.1311 -5.6103 0.1656 -0.0462 0.0282 -0.0010 0.000
H 2.3506 -5.9590 0.1292 -0.0528 -0.0024 0.0018 0.000
```
Positions in Å, forces in eV/Å.

Summary:
- multiplicity = 6
- energy (eV) = -132177.3127
- E_HOMO (alpha / beta) (eV) = -14.0 / -14.0
- gap between HOMO and LUMO (alpha / beta) (eV) = 6.63 / 6.53
- energy above the lowest of the compared OMol25 structures with the same formula, charge and spin (kcal/mol) = 0.00
- total charge = +2

(6)
C16H36BrN2O6 | ωB97M-V/def2-TZVPD

```
61
Properties=species:S:1:pos:R:3:forces:R:3:nbo_charge:R:1
O -1.0550 -1.4316 2.9219 -0.2105 0.1113 -0.3414 -0.622
C -0.8157 -0.6726 2.0123 0.0654 -0.0999 0.2176 0.639
O -0.8234 -1.0425 0.7340 0.1300 0.1527 0.2001 -0.518
C -0.0950 -0.0989 -0.1326 -0.0578 -0.1741 -0.1195 -0.102
C -0.7803 1.2555 -0.3453 -0.1602 0.0817 -0.1391 -0.516
C 0.1242 2.4737 -0.4949 -0.3068 -0.0567 -0.3909 -0.611
Br 1.3051 2.5220 1.1745 0.0920 0.0247 0.1257 -0.273
H -0.5527 0.3861 2.1768 0.0719 -0.0957 -0.0618 0.127
H 0.8918 0.0450 0.3126 -0.0613 0.0005 -0.0849 0.192
H 0.0067 -0.6519 -1.0702 0.0323 0.1171 0.1312 0.182
H -1.5328 1.4119 0.4470 0.2207 -0.0291 -0.0776 0.183
H -1.3501 1.2044 -1.2890 0.0257 0.0368 0.1833 0.213
H 0.8662 2.2450 -1.2815 0.0357 -0.0355 0.2259 0.124
C -4.6186 1.3637 -2.2925 0.0819 -0.0439 0.0592 -0.249
O -3.5631 1.1453 -3.2055 -0.0951 -0.0377 0.0543 -0.551
C -3.9723 0.6034 -4.4499 0.0500 0.0373 -0.0503 -0.064
C -3.5957 1.5718 -5.5498 0.0568 0.0656 0.0220 -0.240
N -4.3288 2.8202 -5.4048 0.0435 -0.0052 0.0205 -0.632
C -3.8588 3.8955 -6.2687 -0.0502 0.0043 -0.0002 -0.241
C -2.4422 4.4137 -6.0355 0.0531 0.0474 -0.0047 -0.078
O -2.2663 5.0400 -4.7840 -0.0417 -0.0405 -0.0368 -0.555
C -1.7992 4.2026 -3.7304 0.0056 0.0958 0.0843 -0.251
H -4.1735 1.7217 -1.3662 0.0296 0.0066 -0.0116 0.209
H -5.3264 2.1129 -2.6660 -0.0275 -0.0237 -0.0017 0.160
H -5.1628 0.4358 -2.0870 -0.0183 0.0031 0.0167 0.165
H -5.0496 0.4101 -4.4501 -0.0119 0.0493 -0.0442 0.170
H -3.4512 -0.3454 -4.6113 -0.0169 -0.0207 0.0521 0.179
H -3.8214 1.1301 -6.5260 -0.0213 0.0110 -0.0027 0.183
H -2.5075 1.7124 -5.4916 0.0164 -0.0526 -0.0469 0.172
H -4.2450 3.1255 -4.4420 -0.0060 -0.0050 0.0127 0.362
H -4.5438 4.7393 -6.1525 0.0043 -0.0004 -0.0053 0.197
H -3.9367 3.5621 -7.3099 0.0052 -0.0085 -0.0067 0.179
H -2.2418 5.1751 -6.7961 0.0113 -0.0005 -0.0051 0.177
H -1.6932 3.6229 -6.1663 -0.0311 -0.0254 -0.0021 0.160
H -1.1230 3.4298 -4.1041 0.0162 -0.0155 -0.0132 0.168
H -2.6179 3.7182 -3.1932 0.0314 -0.0491 -0.0237 0.167
H -1.2521 4.8248 -3.0257 -0.0119 -0.0227 0.0099 0.209
C 5.0119 -5.3472 5.5796 0.0226 -0.0013 -0.0156 -0.245
O 4.8604 -4.8188 4.2826 -0.0034 0.0382 0.0388 -0.558
C 3.5931 -5.0893 3.6885 -0.0405 -0.0686 -0.0315 -0.066
C 2.8281 -3.8097 3.4429 0.0202 0.0512 0.0533 -0.243
N 2.4515 -3.1842 4.6997 0.1184 0.0329 -0.0367 -0.628
C 1.7895 -1.8881 4.5474 0.0233 0.0163 -0.0042 -0.263
C 2.6019 -0.7398 3.9627 -0.0805 0.0457 -0.0072 -0.089
O 3.6900 -0.3258 4.7805 0.0359 -0.0732 0.0291 -0.550
C 4.9161 -0.9684 4.5206 0.0065 0.0548 0.0379 -0.241
H 6.0207 -5.1050 5.9113 0.0005 0.0048 -0.0011 0.187
H 4.2931 -4.9164 6.2854 -0.0209 -0.0197 -0.0097 0.169
H 4.8925 -6.4369 5.5847 0.0004 -0.0072 0.0137 0.161
H 3.0112 -5.7527 4.3361 -0.0263 0.0214 -0.0032 0.171
H 3.7669 -5.6019 2.7377 0.0273 -0.0018 0.0093 0.176
H 1.9177 -4.0468 2.8847 -0.0088 0.0279 -0.0113 0.201
H 3.4458 -3.1626 2.8031 -0.0081 -0.0231 -0.0359 0.168
H 3.2829 -3.0683 5.2669 0.0010 0.0314 -0.0053 0.347
H 1.4334 -1.5810 5.5335 -0.0201 0.0062 -0.0138 0.195
H 0.9103 -2.0141 3.9130 -0.0321 -0.0776 0.0983 0.230
H 1.9392 0.1233 3.8707 0.0298 0.0197 -0.0030 0.208
H 2.9659 -0.9596 2.9520 0.0017 -0.0461 0.0131 0.162
H 5.0255 -1.2080 3.4581 0.0135 -0.0035 -0.0101 0.167
H 5.0380 -1.8929 5.0968 -0.0017 -0.0301 -0.0521 0.153
H 5.7163 -0.2833 4.8050 -0.0092 -0.0010 0.0026 0.180
```
Positions in Å, forces in eV/Å.

Summary:
- energy (eV) = -102480.2345
- E_HOMO (eV) = -2.7
- gap between HOMO and LUMO (eV) = 5.37
- total charge = -1